1.
Formula: C30H27NO2S
Source: OMol25
Level of theory: ωB97M-V/def2-TZVPD

Each line ends with the natural charge from an NBO analysis.
Cartesian coordinates (Å):
C -1.404 5.850 -0.380  -0.21
C -1.554 5.947 1.009  -0.22
C -1.759 4.797 1.782  -0.19
C -1.851 3.544 1.164  -0.21
S -2.246 2.038 2.091  2.14
C -0.785 1.111 2.289  -0.71
C -0.605 0.346 3.465  -0.06
C 0.701 0.084 3.997  -0.18
C 0.866 -0.669 5.159  -0.23
C -0.241 -1.229 5.815  -0.26
C -1.536 -0.969 5.327  -0.19
C -1.720 -0.190 4.190  -0.23
O -2.721 2.589 3.340  -0.96
O -3.156 1.300 1.234  -0.97
C -1.767 3.461 -0.225  -0.25
C -1.490 4.594 -0.998  -0.22
H -1.233 6.748 -0.974  0.21
H -1.510 6.923 1.494  0.22
H -1.859 4.887 2.860  0.25
H 0.033 1.409 1.647  0.21
H 1.559 0.507 3.471  0.19
H 1.867 -0.834 5.559  0.20
H -0.109 -1.842 6.715  0.21
H -2.407 -1.376 5.842  0.21
H -2.727 -0.005 3.818  0.22
H -1.928 2.494 -0.693  0.22
H -1.356 4.496 -2.078  0.20
C -1.923 1.540 -4.351  -0.41
N -1.129 0.632 -3.546  -0.30
C -0.560 0.963 -2.360  0.13
C 0.134 -0.152 -1.823  -0.18
C 0.795 -0.189 -0.596  0.02
C 1.580 -1.319 -0.157  -0.14
C 1.034 -2.627 -0.074  -0.15
C 1.824 -3.726 0.223  -0.23
C 3.200 -3.577 0.436  0.00
C 4.038 -4.792 0.722  -0.64
C 3.757 -2.291 0.377  -0.18
C 2.958 -1.182 0.148  -0.17
C 0.057 -1.189 -2.863  0.00
C 0.764 -2.358 -3.114  -0.20
C 0.477 -3.077 -4.291  -0.22
C -0.448 -2.604 -5.235  -0.20
C -1.095 -1.372 -5.042  -0.23
C -0.802 -0.686 -3.874  0.12
H -2.266 1.022 -5.250  0.22
H -2.791 1.888 -3.777  0.23
H -1.342 2.424 -4.648  0.22
H -0.572 1.988 -2.003  0.24
H 0.836 0.757 -0.064  0.23
H -0.027 -2.759 -0.282  0.23
H 1.383 -4.728 0.247  0.22
H 5.073 -4.521 0.952  0.22
H 3.623 -5.349 1.573  0.23
H 4.067 -5.498 -0.120  0.22
H 4.838 -2.174 0.512  0.21
H 3.393 -0.183 0.129  0.22
H 1.538 -2.699 -2.425  0.24
H 0.989 -4.028 -4.465  0.22
H -0.657 -3.192 -6.130  0.22
H -1.811 -0.954 -5.748  0.22

Calculated values
HOMO-LUMO gap   3.33 eV
Multiplicity   1
Energy relative to the best compared isomer or geometry (same formula, charge and spin)   0.2908 eV

***

2.
Formula: C30H27NO2S
Source: OMol25
Level of theory: ωB97M-V/def2-TZVPD

Each line ends with the natural charge from an NBO analysis.
Cartesian coordinates (Å):
C 4.737 0.526 3.629  -0.23
C 4.049 0.775 4.819  -0.22
C 2.758 1.305 4.781  -0.17
C 2.163 1.555 3.546  -0.30
S 0.489 2.212 3.478  2.17
C -0.507 0.811 3.495  -0.74
C -1.902 0.932 3.538  -0.02
C -2.751 -0.226 3.561  -0.24
C -4.135 -0.096 3.576  -0.21
C -4.727 1.179 3.575  -0.28
C -3.920 2.329 3.567  -0.19
C -2.543 2.215 3.554  -0.25
O 0.375 2.985 4.695  -0.96
O 0.432 2.881 2.195  -0.97
C 2.848 1.326 2.353  -0.23
C 4.138 0.796 2.394  -0.17
H 5.746 0.123 3.662  0.21
H 4.503 0.559 5.786  0.22
H 2.209 1.518 5.695  0.25
H 0.020 -0.141 3.531  0.23
H -2.242 -1.194 3.563  0.19
H -4.757 -0.995 3.588  0.20
H -5.809 1.283 3.583  0.20
H -4.359 3.329 3.569  0.20
H -1.948 3.128 3.558  0.22
H 2.363 1.557 1.406  0.23
H 4.661 0.598 1.458  0.18
C 4.360 1.215 -2.332  -0.41
N 3.044 0.605 -2.421  -0.32
C 2.386 0.067 -1.361  0.12
C 1.148 -0.480 -1.791  -0.09
C 0.255 -1.211 -1.010  -0.03
C -1.047 -1.661 -1.413  -0.06
C -2.000 -0.830 -2.068  -0.18
C -3.226 -1.338 -2.482  -0.21
C -3.541 -2.690 -2.298  0.03
C -4.823 -3.246 -2.835  -0.64
C -2.633 -3.511 -1.614  -0.23
C -1.430 -3.004 -1.150  -0.16
C 1.090 -0.226 -3.237  -0.11
C 0.223 -0.613 -4.245  -0.17
C 0.503 -0.250 -5.573  -0.21
C 1.666 0.467 -5.895  -0.19
C 2.590 0.816 -4.891  -0.26
C 2.278 0.460 -3.584  0.21
H 4.665 1.540 -3.330  0.22
H 4.347 2.079 -1.652  0.23
H 5.101 0.502 -1.937  0.22
H 2.824 0.062 -0.367  0.24
H 0.625 -1.537 -0.035  0.23
H -1.751 0.216 -2.257  0.23
H -3.951 -0.693 -2.985  0.22
H -4.963 -4.276 -2.499  0.22
H -5.688 -2.657 -2.511  0.23
H -4.838 -3.247 -3.933  0.23
H -2.891 -4.559 -1.450  0.22
H -0.724 -3.640 -0.611  0.22
H -0.657 -1.194 -3.993  0.23
H -0.198 -0.532 -6.360  0.22
H 1.849 0.747 -6.933  0.23
H 3.516 1.347 -5.100  0.22

Calculated values
HOMO-LUMO gap   2.40 eV
Multiplicity   1
Energy relative to the best compared isomer or geometry (same formula, charge and spin)   0.3443 eV

***

3.
Formula: C30H28BBr4Cl2F4N3O3SeSi2W
Source: OMol25
Level of theory: ωB97M-V/def2-TZVPD

Each line ends with the Mulliken charge.
Cartesian coordinates (Å):
W 0.056 -0.018 0.071  0.99
C 0.033 -1.877 3.466  -1.09
Si -1.044 -0.965 2.246  0.95
C -1.920 0.389 3.191  -1.38
C -2.383 -2.153 1.669  0.76
C -3.048 -2.931 2.626  -0.89
C -4.064 -3.800 2.267  -0.88
C -4.441 -3.908 0.934  -0.82
C -3.798 -3.139 -0.021  -0.76
C -2.770 -2.254 0.331  0.93
Si -1.976 -1.236 -1.028  1.23
C -1.576 -2.433 -2.422  -1.21
C -3.274 -0.064 -1.697  -1.21
H -0.630 -2.247 4.252  0.57
H 0.766 -1.220 3.922  0.39
H 0.556 -2.718 3.019  0.14
H -2.245 -0.042 4.141  0.52
H -2.790 0.744 2.644  0.17
H -1.282 1.247 3.417  0.33
H -2.770 -2.861 3.671  0.29
H -4.563 -4.394 3.022  0.40
H -5.231 -4.589 0.643  0.41
H -4.102 -3.232 -1.058  0.36
H -2.473 -2.523 -3.039  0.49
H -1.316 -3.412 -2.024  0.38
H -0.760 -2.116 -3.069  0.14
H -4.216 -0.617 -1.740  0.59
H -3.030 0.272 -2.707  0.26
H -3.421 0.808 -1.061  0.02
Br 0.551 6.699 1.887  -0.17
C -0.114 5.004 1.418  0.41
C -1.493 4.752 1.448  0.46
Br -2.705 6.107 1.931  -0.15
C -1.985 3.487 1.123  -0.18
Br -3.812 3.052 1.082  -0.10
C -1.081 2.500 0.772  -0.70
O -1.412 1.223 0.480  -0.48
C 0.280 2.763 0.692  0.49
O 0.982 1.704 0.330  -0.64
C 0.784 4.006 1.040  -0.13
Br 2.642 4.231 0.955  -0.10
Cl 2.488 -2.259 -3.558  -0.22
C 1.454 -0.911 -3.874  1.21
C 1.157 -0.607 -5.222  -0.64
C 0.286 0.391 -5.534  0.64
Cl -0.067 0.728 -7.199  -0.26
C -0.344 1.154 -4.515  0.13
C -1.280 2.190 -4.723  -1.04
C -1.817 2.829 -3.643  -1.23
C -1.436 2.431 -2.345  -0.18
N -0.557 1.485 -2.122  0.47
C -0.016 0.850 -3.185  0.32
C 0.889 -0.191 -2.851  -1.52
O 1.092 -0.434 -1.561  0.08
H 1.621 -1.190 -6.004  0.50
H -1.569 2.454 -5.730  0.46
H -2.541 3.622 -3.760  0.49
H -1.878 2.911 -1.482  0.39
F 3.748 0.649 1.984  -0.29
B 2.677 -0.054 2.443  -0.09
F 1.838 -0.341 1.135  0.52
F 1.838 0.664 3.239  -0.28
F 2.985 -1.306 2.888  -0.30
C 1.783 -5.482 0.953  -0.88
N 2.759 -4.470 0.581  0.18
C 4.122 -4.669 0.576  -0.56
C 4.679 -3.506 0.201  -0.58
N 3.659 -2.605 -0.033  0.59
C 3.973 -1.236 -0.431  -1.01
C 2.471 -3.198 0.203  -0.14
Se 0.640 -2.787 0.144  -0.40
H 2.327 -6.386 1.215  0.33
H 1.111 -5.682 0.121  0.34
H 1.199 -5.136 1.804  0.30
H 4.560 -5.611 0.846  0.46
H 5.708 -3.223 0.082  0.55
H 4.664 -1.281 -1.270  0.38
H 4.424 -0.713 0.413  0.43
H 3.072 -0.730 -0.734  0.08

Calculated values
HOMO-LUMO gap   6.62 eV
Multiplicity   1
Energy relative to the best compared isomer or geometry (same formula, charge and spin)   1.5764 eV

***

4.
Formula: C30H28BCl5CoF5N2O
Source: OMol25
Level of theory: ωB97M-V/def2-TZVPD

Each line ends with the Löwdin spin population.
Cartesian coordinates (Å):
Co -0.731 0.372 -1.044  1.01
C -0.677 -1.562 3.234  0.00
C -0.784 -2.428 1.976  0.00
C -1.998 -2.030 1.153  0.00
C 0.540 -2.511 1.223  0.00
C 1.152 -3.763 1.266  0.00
C 2.433 -3.963 0.795  0.00
C 3.126 -2.877 0.300  0.00
C 2.560 -1.607 0.201  0.00
C 3.566 -0.561 -0.310  0.00
C 4.393 0.031 0.847  0.00
C 3.125 0.561 -1.242  0.00
C 1.214 -1.428 0.613  0.00
N 0.560 -0.174 0.423  -0.01
C 0.980 0.838 1.237  0.00
C 1.623 0.681 2.486  0.00
C 1.986 1.768 3.264  0.00
C 1.753 3.073 2.845  0.00
C 1.151 3.272 1.608  0.00
C 0.794 2.179 0.865  0.00
F 0.228 2.386 -0.370  0.00
H -1.624 -1.580 3.780  0.00
H -0.442 -0.529 2.983  0.00
H 0.110 -1.925 3.899  0.00
H -0.968 -3.448 2.327  0.00
H -1.922 -0.999 0.815  0.00
H -2.907 -2.125 1.754  0.00
H -2.101 -2.662 0.272  0.00
H 0.610 -4.595 1.703  0.00
H 2.896 -4.941 0.841  0.00
H 4.148 -3.015 -0.037  0.00
H 4.267 -1.162 -0.897  0.00
H 3.900 0.902 1.278  0.00
H 5.368 0.352 0.473  0.00
H 4.556 -0.698 1.644  0.00
H 2.405 1.231 -0.791  0.00
H 2.696 0.189 -2.167  0.00
H 4.002 1.159 -1.503  0.00
H 1.845 -0.323 2.823  0.00
H 2.473 1.591 4.216  0.00
H 2.044 3.917 3.456  0.00
H 0.970 4.261 1.206  0.00
Cl -3.909 -0.657 -1.329  0.00
C -2.709 -1.582 -2.194  0.00
C -1.347 -1.311 -2.015  -0.03
C -0.501 -2.131 -2.758  0.00
Cl 1.208 -1.906 -2.629  0.00
C -0.948 -3.132 -3.623  0.00
Cl 0.166 -4.094 -4.526  0.00
C -2.311 -3.353 -3.771  0.00
Cl -2.893 -4.566 -4.852  0.00
C -3.201 -2.572 -3.044  0.00
Cl -4.901 -2.844 -3.222  0.00
O -2.054 1.527 -2.372  0.00
C -3.065 2.336 -1.794  0.00
C -2.894 2.488 -0.300  0.00
C -3.377 3.597 0.381  0.00
C -3.236 3.652 1.757  0.00
C -2.639 2.588 2.413  0.00
C -2.189 1.521 1.655  0.00
N -2.300 1.473 0.327  0.02
H -1.493 2.091 -2.944  0.00
H -4.028 1.851 -1.972  0.00
H -3.085 3.314 -2.279  0.00
H -3.840 4.405 -0.171  0.00
H -3.578 4.518 2.310  0.00
H -2.498 2.586 3.485  0.00
H -1.722 0.664 2.124  0.00
F 0.519 1.260 -2.755  0.01
B 0.848 2.355 -3.646  0.00
F 1.296 1.847 -4.847  0.00
F 1.765 3.185 -3.034  0.00
F -0.401 3.035 -3.819  0.00

Calculated values
HOMO-LUMO gap (alpha / beta)   7.03 / 7.01 eV
Expectation value of S²   0.77
Net charge   -1
Multiplicity   2
Energy relative to the best compared isomer or geometry (same formula, charge and spin)   0.0000 eV

***

5.
Formula: C30H28BCoF6N10O4S10
Source: OMol25
Level of theory: ωB97M-V/def2-TZVPD

Each line ends with the Löwdin spin population.
Cartesian coordinates (Å):
Co 1.570 -0.682 -0.274  0.98
F 5.919 -0.036 2.363  0.00
C 5.434 1.140 1.955  0.00
F 5.598 2.028 2.935  0.00
F 6.135 1.541 0.900  0.00
S 3.634 0.943 1.581  0.00
O 3.581 -0.189 0.671  0.02
O 3.061 0.784 2.884  0.00
N 3.275 2.321 0.926  0.00
S 2.595 2.478 -0.496  0.00
O 1.942 3.737 -0.583  0.00
O 1.871 1.300 -0.944  0.00
C 4.032 2.598 -1.651  0.00
F 3.620 2.663 -2.905  0.00
F 4.723 3.705 -1.359  0.00
F 4.838 1.550 -1.504  0.00
C 4.690 -3.290 -0.201  0.00
N 3.600 -3.844 -0.983  0.00
C 3.724 -4.504 -2.180  0.00
C 2.471 -4.731 -2.626  0.00
N 1.580 -4.211 -1.714  0.00
B 0.034 -4.289 -2.020  0.00
N -0.832 -3.809 -0.830  0.00
C -1.454 -4.666 0.050  0.00
C -2.230 -3.941 0.880  0.00
N -2.072 -2.620 0.506  0.00
C -2.814 -1.501 1.047  0.00
C -1.208 -2.554 -0.538  0.01
S -0.745 -1.080 -1.278  0.02
C 2.283 -3.653 -0.721  0.00
S 1.721 -2.855 0.703  -0.01
H 5.606 -3.811 -0.469  0.00
H 4.479 -3.420 0.857  0.00
H 4.795 -2.223 -0.398  0.00
H 4.680 -4.742 -2.611  0.00
H 2.130 -5.214 -3.524  0.00
H -0.237 -5.455 -2.203  0.00
H -0.194 -3.606 -2.991  0.00
H -1.288 -5.727 0.004  0.00
H -2.871 -4.233 1.691  0.00
H -3.011 -1.674 2.104  0.00
H -3.758 -1.375 0.515  0.00
H -2.230 -0.594 0.922  0.00
N -2.446 0.861 5.443  0.00
C -3.438 1.562 6.089  0.00
C -4.074 1.389 7.314  0.00
C -5.064 2.299 7.633  0.00
C -5.405 3.347 6.763  0.00
C -4.769 3.513 5.550  0.00
C -3.772 2.601 5.206  0.00
N -2.998 2.522 4.065  0.00
C -2.226 1.486 4.240  0.00
C -1.251 1.003 3.257  0.00
C -1.108 1.672 2.046  0.00
C -0.218 1.189 1.107  0.00
N 0.527 0.092 1.318  -0.01
C 0.398 -0.543 2.482  0.00
C -0.472 -0.127 3.469  0.00
H -1.945 0.069 5.803  0.00
H -3.811 0.584 7.987  0.00
H -5.591 2.200 8.573  0.00
H -6.184 4.038 7.055  0.00
H -5.026 4.321 4.877  0.00
H -1.693 2.557 1.843  0.00
H -0.117 1.678 0.148  0.00
H 1.027 -1.409 2.632  0.00
H -0.515 -0.692 4.391  0.00
S 2.900 -1.025 -2.399  -0.03
C 1.981 -0.341 -3.651  0.00
N 0.635 -0.527 -3.685  0.00
C -0.153 0.035 -4.608  0.00
C 0.407 0.781 -5.602  0.00
C 1.793 0.951 -5.529  0.00
N 2.559 0.407 -4.606  0.00
H 0.200 -0.965 -2.857  0.00
H -1.218 -0.120 -4.491  0.00
H -0.194 1.252 -6.364  0.00
H 2.300 1.591 -6.243  0.00
C -3.648 1.516 -2.044  0.00
S -3.484 0.928 -3.748  0.00
C -2.508 2.177 -4.498  0.00
C -1.292 2.633 -4.094  0.00
S -0.323 2.185 -2.763  0.00
S -0.615 3.833 -5.207  0.00
C -1.843 3.838 -6.419  0.00
S -1.785 4.731 -7.810  0.00
S -3.151 2.801 -6.007  0.00
H -4.343 0.830 -1.562  0.00
H -4.051 2.527 -2.041  0.00
H -2.676 1.489 -1.554  0.00

Calculated values
HOMO-LUMO gap (alpha / beta)   5.47 / 5.48 eV
Expectation value of S²   0.77
Net charge   -1
Multiplicity   2
Energy relative to the best compared isomer or geometry (same formula, charge and spin)   0.0000 eV

***

6.
Formula: C30H28BrN6O10STi
Source: OMol25
Level of theory: ωB97M-V/def2-TZVPD

Each line ends with the Löwdin spin population.
Cartesian coordinates (Å):
Ti -0.331 0.333 0.479  0.96
O -1.511 3.176 3.633  0.01
C -1.270 2.442 2.563  0.00
O -0.323 1.689 2.452  -0.01
C -2.250 2.589 1.450  0.03
C -3.386 3.348 1.471  0.11
C -4.197 3.319 0.300  0.06
C -3.824 2.574 -0.778  0.05
C -2.613 1.828 -0.731  0.15
N -1.857 1.853 0.404  0.19
C -2.046 1.000 -1.715  0.21
O -2.604 0.746 -2.907  0.08
O -0.933 0.422 -1.477  0.09
H -0.802 3.021 4.279  0.00
H -3.653 3.935 2.335  0.01
H -5.111 3.895 0.271  0.00
H -4.452 2.564 -1.661  0.00
H -3.418 1.252 -3.015  0.00
Br 1.905 7.612 0.662  0.00
C 2.116 5.735 0.708  0.00
C 3.125 5.181 1.482  0.00
C 3.266 3.804 1.522  0.00
C 2.398 2.986 0.808  0.00
C 1.406 3.561 0.020  0.00
C 1.261 4.938 -0.038  0.00
C 2.547 1.500 0.916  0.00
O 3.572 0.970 1.296  0.01
O 1.505 0.815 0.523  0.02
H 3.792 5.823 2.041  0.00
H 4.050 3.347 2.111  0.00
H 0.760 2.933 -0.580  0.00
H 0.500 5.389 -0.659  0.00
N -0.422 -5.260 0.230  0.00
C -0.169 -4.155 -0.777  0.00
C 0.619 -3.046 -0.084  0.00
N 0.432 -1.743 -0.679  0.00
H -0.855 -6.080 -0.196  0.00
H -1.052 -4.916 0.966  0.00
H 0.450 -5.559 0.670  0.00
H -1.152 -3.814 -1.099  0.00
H 0.345 -4.601 -1.625  0.00
H 1.686 -3.280 -0.087  0.00
H 0.316 -3.020 0.966  0.00
H -0.431 -1.645 -1.205  0.00
H 1.179 -1.446 -1.304  0.00
N 3.585 -1.083 -0.894  0.00
C 3.423 -0.245 -1.993  0.00
N 2.302 0.340 -2.239  0.00
C 2.438 1.186 -3.334  0.00
C 1.431 2.004 -3.841  0.00
C 1.704 2.795 -4.939  0.00
C 2.965 2.777 -5.544  0.00
C 3.973 1.967 -5.055  0.00
C 3.697 1.179 -3.945  0.00
S 4.745 0.083 -3.085  0.00
H 3.101 -0.668 -0.096  0.00
H 4.554 -1.220 -0.640  0.00
H 0.457 2.003 -3.369  0.00
H 0.933 3.438 -5.342  0.00
H 3.156 3.402 -6.406  0.00
H 4.949 1.954 -5.522  0.00
O -0.341 -1.079 2.083  0.00
C -1.432 -1.551 1.678  0.02
O -2.050 -1.037 0.716  0.00
C -1.927 -2.850 2.265  0.00
C -2.955 -3.528 1.607  0.00
C -3.317 -4.804 2.019  0.00
C -2.641 -5.340 3.105  0.00
C -1.665 -4.670 3.815  0.00
C -1.296 -3.403 3.371  0.00
N -2.968 -6.743 3.509  0.00
O -3.529 -7.427 2.679  0.00
O -2.591 -7.105 4.597  0.00
H -3.459 -3.044 0.781  0.00
H -4.104 -5.363 1.535  0.00
H -1.203 -5.132 4.674  0.00
H -0.507 -2.855 3.867  0.00

Calculated values
HOMO-LUMO gap (alpha / beta)   5.17 / 6.41 eV
Expectation value of S²   2.01
Net charge   +1
Multiplicity   3

***

The highest multiplicity belongs to which entry? C30H28BrN6O10STi